Computed, not measured: a cluster of 2 separate species, C24H33N2 in total in a non-equilibrium geometry, with ωB97M-V/def2-TZVPD.

```
59
Properties=species:S:1:pos:R:3:forces:R:3
C -4.2212 -0.0513 -1.9353 -0.5 0.3 0.0
C -2.9918 -0.8539 -1.8136 0.6 -0.5 -0.5
N -2.5664 -1.6818 -2.8028 -0.6 0.9 0.5
C -3.2293 -1.8275 -4.0917 0.0 0.0 -0.4
C -1.4256 -2.3737 -2.3962 0.3 0.1 0.8
C -1.1374 -1.9833 -1.0625 -0.3 -0.9 -0.4
C -0.0567 -2.5728 -0.4037 0.1 -0.5 -0.3
C 0.6420 -3.5998 -1.0600 -0.1 0.5 0.2
C 0.3532 -3.9468 -2.3910 -0.3 0.1 -0.1
C -0.6900 -3.3218 -3.0880 0.3 -0.1 0.0
C -2.1760 -1.0387 -0.6721 0.5 0.0 0.1
C -2.4241 -0.4867 0.5927 -1.6 -0.8 -0.2
C -2.4032 -1.2262 1.8135 0.2 0.0 0.3
C -2.2511 -2.6394 1.8426 0.6 0.0 0.2
C -1.8825 -3.2824 3.0142 -0.3 0.2 -0.4
C -1.7327 -2.5461 4.2007 0.1 0.2 -0.1
C -1.2854 -3.2033 5.4582 0.2 -0.1 0.5
C -2.0573 -1.1801 4.2196 -0.4 -0.1 -0.1
C -2.5015 -0.5597 3.0686 0.4 0.2 -0.3
H -4.5032 0.3205 -0.9483 0.0 0.0 -0.2
H -4.0870 0.8137 -2.6021 0.0 -0.3 0.1
H -5.0660 -0.6491 -2.3183 0.3 0.2 0.1
H -2.6477 -2.5289 -4.6952 -0.2 0.2 0.1
H -4.2478 -2.2289 -3.9997 0.3 0.1 0.2
H -3.2805 -0.8624 -4.6160 0.1 -0.3 0.2
H 0.2051 -2.2794 0.6140 -0.1 -0.2 -0.2
H 1.4216 -4.1371 -0.5154 -0.2 0.3 -0.3
H 0.9520 -4.7157 -2.8846 -0.3 0.3 0.2
H -0.9348 -3.5427 -4.1327 0.3 -0.1 0.5
H -2.8296 0.5218 0.6278 -0.1 -0.1 0.0
H -2.3973 -3.2098 0.9299 0.2 0.1 0.1
H -1.6852 -4.3583 3.0061 -0.2 0.4 0.1
H -1.1100 -2.4443 6.2277 0.0 -0.3 -0.1
H -2.0552 -3.8916 5.8346 0.1 0.1 -0.1
H -0.3654 -3.7892 5.3245 -0.2 0.2 -0.1
H -1.9663 -0.6218 5.1562 -0.2 -0.2 -0.3
H -2.8868 0.4604 3.1012 0.4 -0.2 0.0
C 2.1354 1.0575 -2.9932 0.0 0.0 0.0
C 0.9492 0.6643 -2.1195 -0.2 0.0 0.1
C 0.9347 1.5533 -0.8858 0.3 0.0 -0.3
N -0.1359 1.3313 0.0643 -0.4 0.2 0.1
C -0.0458 2.3502 1.1024 0.3 0.2 0.1
C -1.0795 2.2291 2.2015 0.1 -0.1 -0.1
C -1.0273 3.4093 3.1616 -0.1 -0.1 0.1
H 2.2139 0.4399 -3.8894 0.0 0.0 0.1
H 2.0632 2.1052 -3.3054 0.0 -0.1 0.0
H 3.0626 0.9496 -2.4211 -0.1 0.0 -0.1
H -0.0043 0.7557 -2.6559 0.1 0.0 0.0
H 1.0397 -0.3857 -1.8193 0.0 0.1 0.0
H 1.9164 1.4520 -0.3970 0.1 0.1 0.0
H 0.8507 2.6034 -1.1966 0.1 -0.2 -0.1
H -0.0882 0.3976 0.4585 0.3 0.1 0.1
H 0.9552 2.3541 1.5776 -0.1 0.1 -0.1
H -0.1521 3.3191 0.5915 0.0 -0.2 0.2
H -2.0720 2.1346 1.7514 0.0 0.2 0.0
H -0.8939 1.3018 2.7529 0.0 0.1 0.0
H -1.8500 3.3565 3.8813 0.1 0.1 0.0
H -0.0843 3.4039 3.7165 -0.1 0.1 0.0
H -1.1041 4.3574 2.6205 0.0 -0.1 0.1
```
Positions in Å, forces in eV/Å.

Energy above the lowest of the compared OMol25 structures with the same formula, charge and spin, kJ/mol: 98.6
Spin multiplicity: 1
Lowest unoccupied orbital energy, eV: -4.8854
Max |F|, eV/Å: 1.8
HOMO energy, eV: -11.10
Total charge: +1


Computed, not measured: a structure of composition C24H33N2Os in a non-equilibrium geometry, with ωB97M-V/def2-TZVPD.

```
60
Properties=species:S:1:pos:R:3:forces:R:3
C 1.1408 -1.9747 0.6448 0.8 -0.6 -1.0
C 2.0526 -1.1487 -0.1357 -0.1 -0.5 0.1
C 1.5754 -1.1272 -1.4927 -0.4 -0.1 0.2
C 0.3291 -1.7572 -1.5456 0.4 -0.5 -0.3
C -0.0524 -2.1526 -0.1995 1.1 -1.4 -0.4
Os 0.0462 -0.2291 0.6482 1.3 0.4 -0.5
C -1.9248 1.6436 -0.9540 -1.4 -1.4 0.4
C -1.5574 1.0093 0.4200 -2.2 1.0 -0.3
H -1.7018 1.7295 1.2433 0.2 -0.4 -0.4
C -1.9197 -0.3674 0.7829 -2.2 1.4 0.2
H -2.5102 -0.9405 0.0723 0.3 -0.2 0.2
H -2.1975 -0.5416 1.8322 0.0 0.0 -0.3
C -2.7076 2.9440 -0.6673 -0.1 0.0 -0.2
H -2.1905 3.5957 0.0409 0.0 0.0 -0.2
H -2.8649 3.4787 -1.6084 0.0 0.1 0.2
H -3.6944 2.7271 -0.2417 0.2 -0.1 0.0
C -2.8938 0.7408 -1.7215 -0.2 -0.2 -0.1
H -2.4292 -0.1997 -2.0502 -0.1 0.2 0.1
H -3.7584 0.4994 -1.0904 0.2 0.0 -0.2
H -3.2710 1.2667 -2.6087 0.1 -0.2 0.1
C 3.3812 -0.6489 0.2999 0.4 0.0 0.0
H 3.4113 -0.5106 1.3837 0.1 0.0 -0.1
H 4.1828 -1.3481 0.0225 -0.1 0.1 0.1
H 3.6040 0.3137 -0.1763 0.0 -0.2 0.2
C 2.3572 -0.6120 -2.6469 0.0 0.3 -0.3
H 2.6601 0.4316 -2.4878 0.0 -0.2 0.0
H 3.2715 -1.1999 -2.8152 -0.2 0.1 0.2
H 1.7752 -0.6500 -3.5725 0.1 0.1 0.2
C -0.3836 -2.1931 -2.7708 -0.3 0.1 -0.4
H -0.1830 -1.5256 -3.6164 -0.1 -0.1 0.1
H -0.0575 -3.2006 -3.0772 -0.1 0.2 0.1
H -1.4667 -2.2445 -2.6206 0.1 0.0 -0.1
C -1.1096 -3.1797 0.0772 0.1 0.0 0.0
H -1.9879 -3.0074 -0.5508 0.1 -0.1 0.1
H -0.7204 -4.1834 -0.1392 -0.1 0.2 0.0
H -1.4150 -3.1402 1.1231 -0.1 -0.1 0.0
C 1.4474 -2.7787 1.8564 0.0 -0.1 0.5
H 0.6293 -2.7236 2.5822 0.1 -0.1 0.1
H 1.5824 -3.8341 1.5835 0.0 0.2 0.1
H 2.3625 -2.4179 2.3332 -0.1 -0.2 0.0
C -0.7227 1.9603 -1.7975 -1.0 -0.3 -1.3
C 0.0478 2.9152 -1.2280 1.6 1.0 0.8
C -0.5444 1.6233 -3.1547 0.4 0.3 0.1
C 0.9072 3.7265 -1.9765 0.1 -0.2 0.2
H -0.0972 2.9470 -0.1302 0.5 0.8 -0.8
C 0.3525 2.3951 -3.9118 0.0 -0.2 0.2
H -1.0707 0.7714 -3.6123 0.2 0.6 0.2
C 1.0118 3.5015 -3.3549 0.2 -0.1 0.3
H 1.4826 4.5117 -1.4742 -0.2 -0.2 -0.3
H 0.5693 2.1156 -4.9437 -0.3 0.2 0.2
H 1.6465 4.1573 -3.9694 -0.3 -0.5 0.3
N 0.7711 2.5255 3.8371 0.2 -0.1 -0.3
C 1.4678 1.4547 4.3720 -0.2 0.1 -0.2
C 1.3691 0.4447 3.4688 -0.5 0.8 -0.3
N 0.6192 0.9050 2.3758 0.9 0.8 1.7
C 0.3002 2.1736 2.6259 0.3 -0.6 0.5
H 0.6285 3.4342 4.2561 0.2 -0.2 0.0
H 1.9629 1.5015 5.3229 0.0 0.1 0.1
H 1.7537 -0.5631 3.5172 -0.1 0.2 0.0
H -0.2710 2.8363 1.9831 0.3 -0.2 0.3
```
Positions in Å, forces in eV/Å.

Spin multiplicity: 5
Lowest unoccupied orbital energy (alpha / beta), eV: -2.1651 / -4.5373
Max |F|, eV/Å: 2.6
HOMO energy (alpha / beta), eV: -8.60 / -10.85
Total charge: +1


Computed, not measured: an isolated molecule of C24H33N3O3S in a non-equilibrium geometry, with ωB97M-V/def2-TZVPD.

```
64
Properties=species:S:1:pos:R:3:forces:R:3
C 3.1216 -6.0070 5.0569 -0.1 0.1 0.1
C 2.1105 -4.8638 5.1717 0.1 -0.1 -0.1
C 1.7394 -4.3621 3.8063 0.0 0.1 0.1
C 2.4657 -3.3380 3.2084 -0.1 -0.1 0.0
C 2.1584 -2.9104 1.9279 0.1 0.1 -0.2
C 1.1200 -3.5124 1.2455 0.0 0.3 -0.5
S 0.6859 -2.9815 -0.4045 -0.2 -0.1 0.5
O 0.4844 -4.1337 -1.2332 -0.2 -0.1 0.0
O 1.6435 -1.9978 -0.8362 0.0 0.0 0.3
N -0.8254 -2.3188 -0.0943 0.9 -0.6 -0.2
C -1.8063 -2.4428 -1.1529 -0.1 -0.3 -0.7
C -1.6249 -1.3758 -2.2315 -0.3 0.0 0.2
C -1.6547 0.0117 -1.5949 0.4 -0.1 0.0
C -0.5485 0.1022 -0.5381 -0.3 -0.1 -0.1
N -0.4282 1.4410 -0.0041 0.0 -0.1 0.2
C -1.4744 1.9031 0.8817 0.0 0.0 -0.1
C -1.3843 3.4507 0.9496 0.0 0.1 0.1
N -0.2458 3.9543 0.2175 0.0 0.2 0.3
C -0.3610 4.1508 -1.1650 -0.2 0.2 -0.3
C 0.6454 4.8555 -1.8346 -0.1 -0.1 0.0
C 0.5550 5.1284 -3.1799 -0.1 -0.1 -0.2
C -0.5559 4.7206 -3.9176 0.0 0.0 0.1
O -0.5469 5.0426 -5.2490 0.2 0.1 0.3
C -1.6374 4.6392 -6.0360 -0.1 0.0 -0.1
C -1.5701 4.0382 -3.2631 0.0 0.1 -0.4
C -1.4684 3.7581 -1.9098 0.2 0.0 0.3
C 0.9599 3.3147 0.6989 0.1 -0.1 0.1
C 0.8728 1.7735 0.5346 0.0 -0.1 0.0
C -0.7696 -1.0072 0.5121 0.3 0.6 0.1
C 0.3849 -4.5314 1.8194 -0.1 -0.2 0.0
C 0.6979 -4.9549 3.0980 0.0 0.1 -0.1
H 2.7004 -6.8285 4.4824 0.0 -0.1 -0.1
H 4.0230 -5.6655 4.5537 0.1 0.0 -0.1
H 3.3916 -6.3746 6.0438 0.1 -0.1 0.1
H 2.5476 -4.0548 5.7595 -0.1 0.0 0.0
H 1.2197 -5.2229 5.6901 0.0 0.1 0.0
H 3.2777 -2.8742 3.7493 0.1 0.1 0.1
H 2.7142 -2.1239 1.4412 0.1 0.1 0.0
H -1.6830 -3.4425 -1.5701 -0.3 0.1 0.0
H -2.7991 -2.3617 -0.6962 0.1 0.0 0.0
H -0.6617 -1.5354 -2.7200 0.0 0.0 -0.1
H -2.4141 -1.4726 -2.9792 0.0 0.0 -0.1
H -1.4929 0.7881 -2.3434 0.0 0.1 0.0
H -2.6338 0.1738 -1.1373 -0.1 0.1 0.0
H 0.4005 -0.1202 -1.0369 -0.1 0.1 0.0
H -2.4416 1.5952 0.4850 0.0 0.0 0.0
H -1.3710 1.4797 1.8975 -0.1 0.0 -0.1
H -1.2581 3.7678 1.9908 -0.1 0.0 -0.1
H -2.2888 3.9235 0.5687 0.0 0.0 0.1
H 1.5066 5.2091 -1.2887 0.1 0.1 0.1
H 1.3372 5.6702 -3.6880 0.1 0.1 -0.1
H -2.5738 5.0922 -5.6922 0.0 0.0 0.0
H -1.4202 4.9881 -7.0447 -0.1 0.0 0.1
H -1.7460 3.5491 -6.0477 0.0 0.0 0.0
H -2.4497 3.7054 -3.7928 -0.1 0.0 -0.1
H -2.2707 3.2064 -1.4486 -0.1 -0.1 0.1
H 1.0744 3.5776 1.7556 0.1 0.0 -0.1
H 1.8216 3.7002 0.1587 0.0 0.0 0.1
H 1.6293 1.4244 -0.1694 0.0 0.0 0.0
H 1.0575 1.2813 1.5073 0.1 0.0 0.0
H 0.0511 -1.0215 1.2329 -0.1 0.2 0.2
H -1.7102 -0.8470 1.0503 0.1 0.0 0.0
H -0.4129 -4.9804 1.2501 -0.2 -0.1 0.0
H 0.1314 -5.7533 3.5548 -0.1 -0.1 0.0
```
Positions in Å, forces in eV/Å.

Energy above the lowest of the compared OMol25 structures with the same formula, charge and spin, kJ/mol: 140.5
Spin multiplicity: 1
Lowest unoccupied orbital energy, eV: 0.6046
Max |F|, eV/Å: 1.1
HOMO energy, eV: -7.20
Total charge: 0
Structure (SMILES): CCc1ccc(S(=O)(=O)N2CCC[C@@H](N3CCN(c4ccc(OC)cc4)CC3)C2)cc1